No. 1
Here is C16H21InNO8 as an isolated structure at a distorted geometry from the Open Molecules 2025 dataset. Energies are from ωB97M-V/def2-TZVPD.

The calculation puts the maximum force at 7.96 eV Å⁻¹. For the LUMO energy (alpha / beta), the calculation gives 0.128 / 0.128 hartree. The total energy comes out at -39970.83035 eV. As for the molar mass: 470.2 g/mol. The frontier orbital gap (alpha / beta) is 3.890 / 3.889 eV. The calculation puts the highest occupied orbital energy (alpha / beta) at -0.4 / -0.4 eV.

Structure (ORCA input):
```
! RIJCOSX wB97M-V def2-TZVPD def2/J DEFGRID3
* xyz -2 2
In 2.0855 -1.5334 0.5436
C 2.3154 -5.4989 0.9339
O 2.0989 -4.5026 0.2055
O 1.6652 -6.3448 0.3934
O 2.9186 -5.6039 1.9342
C 0.5223 -0.4562 -3.8695
C -0.2040 -0.9429 -4.9649
C -0.2845 -2.4906 -5.1636
O -1.1274 -2.9883 -6.0025
C 0.2106 -3.3928 -4.2418
C 1.1604 -2.9363 -3.2208
C 1.3286 -1.3036 -3.1128
O 2.1532 -0.8993 -2.2095
O 1.4940 -3.6437 -2.2690
O -1.0723 -0.1421 -5.4936
H 0.4284 0.5865 -3.6042
H -0.0688 -4.4358 -4.2647
C 0.6883 1.7494 -0.9396
C 0.0014 2.1359 0.3689
C -1.5087 2.0590 -0.0110
C -2.4789 1.7432 1.1596
C -2.1171 0.5388 1.9944
C -0.5952 0.6810 2.5293
N 0.3744 1.0346 1.3905
O 1.6871 1.1614 1.8204
C -0.6340 1.8152 3.6699
C -0.2116 -0.6402 3.0784
C 0.3664 3.6065 0.8337
H 0.3738 0.8905 -1.5326
H 1.7756 1.7410 -0.8630
H 0.5791 2.5146 -1.7081
H -1.7466 2.9650 -0.5684
H -1.8157 1.2877 -0.7173
H -3.5362 1.7459 0.8946
H -2.4984 2.6496 1.7646
H -2.1639 -0.3826 1.4140
H -2.7828 0.4887 2.8560
H 0.2819 2.3692 3.8752
H -1.4537 2.5313 3.6104
H -0.8087 1.2041 4.5554
H 0.7693 -0.4927 3.5301
H -0.7683 -0.8218 3.9977
H -0.2092 -1.5175 2.4315
H -0.1594 4.2798 0.1568
H 1.4305 3.5628 0.6018
H -0.1054 3.7035 1.8115
H 1.6417 1.9244 2.4013
*
```

***

No. 2
Here is C7H11N as an isolated structure at a distorted geometry from the Open Molecules 2025 dataset. Energies are from ωB97M-V/def2-TZVPD.

The calculation puts the maximum force at 7.09 eV Å⁻¹. For the LUMO energy, the calculation gives 0.006 hartree. The total energy comes out at -8911.76346 eV. As for the molar mass: 109.2 g/mol. The frontier orbital gap is 5.907 eV. The calculation puts the highest occupied orbital energy at -5.8 eV.

Structure (ORCA input):
```
! RIJCOSX wB97M-V def2-TZVPD def2/J DEFGRID3
* xyz 0 1
C 1.0819 -0.8933 0.7363
C 1.3814 0.7581 0.4824
C 0.1385 1.3479 -0.4928
C -1.5134 0.5641 -0.6715
C -1.0005 0.3763 0.7536
C 0.3035 -0.0083 -0.9320
C 0.0341 -1.3179 -0.4224
H 2.1205 -1.3919 0.6174
H 0.7992 -1.1015 1.8271
H 2.4051 0.9247 0.0642
H 1.4161 1.2235 1.5291
H 0.5619 2.0464 -1.2101
H -2.4107 1.1898 -0.8582
H -1.0656 1.3447 1.3844
H -1.4079 -0.4629 1.4228
H 0.3200 0.0407 -2.0452
H 0.4027 -2.1050 -1.0369
H -2.1408 -1.5447 -0.3191
N -1.4261 -0.9908 -0.8291
*
```

***

No. 3
Here is C20H39NO3PPdSi2Te as an isolated structure at a distorted geometry from the Open Molecules 2025 dataset. Energies are from ωB97M-V/def2-TZVPD.

The calculation puts the maximum force at 2.75 eV Å⁻¹. For the LUMO energy (alpha / beta), the calculation gives -0.175 / -0.175 hartree. The total energy comes out at -64818.77656 eV. As for the molar mass: 662.7 g/mol. The frontier orbital gap (alpha / beta) is 5.769 / 5.774 eV. The calculation puts the highest occupied orbital energy (alpha / beta) at -10.5 / -10.5 eV.

Structure (ORCA input):
```
! RIJCOSX wB97M-V def2-TZVPD def2/J DEFGRID3
* xyz 1 1
Pd -0.0719 -0.6106 1.1206
C 2.3731 1.1488 3.2378
P 0.6066 0.8267 2.8945
C -0.0946 2.5186 3.0774
C 0.0670 0.0650 4.4772
H 2.4533 1.8060 4.1030
H 2.8470 1.6220 2.3799
H 2.8756 0.2045 3.4289
H 0.1546 2.9069 4.0638
H -1.1784 2.5000 2.9616
H 0.3300 3.1726 2.3176
H 0.4991 0.6145 5.3123
H 0.4141 -0.9680 4.5094
H -1.0219 0.0850 4.5610
O -1.6675 -2.7748 1.2908
C 0.4090 -3.7688 -0.2244
N 0.7698 -2.4802 0.2446
C 1.7550 -2.5718 1.1496
O 2.0619 -1.6081 1.8893
C 2.3362 -3.9171 1.1023
C 3.4591 -4.4751 1.6917
C 3.7795 -5.7812 1.3564
C 2.9933 -6.5044 0.4674
C 1.8501 -5.9577 -0.0974
C 1.5284 -4.6549 0.2275
H 4.0797 -3.8939 2.3586
H 4.6504 -6.2512 1.7871
H 3.2848 -7.5108 0.2077
H 1.2395 -6.5392 -0.7726
C -7.4560 -1.3365 1.3877
Si -5.9422 -0.2913 1.8772
C -5.5004 -0.7220 3.6860
C -6.2019 1.5868 1.7009
C -4.4475 -0.6524 0.6963
Te -2.6338 -0.1454 1.7747
C -2.3707 -2.2177 2.3663
Si -1.1812 -4.2800 0.8530
C -2.5054 -5.0864 -0.2476
C 0.1281 -3.7844 -1.7188
C -0.6428 -5.3035 2.3662
H -8.3020 -1.0525 2.0054
H -7.2847 -2.3987 1.5393
H -7.7450 -1.1917 0.3520
H -6.3379 -0.5078 4.3411
H -4.6514 -0.1400 4.0403
H -5.2622 -1.7739 3.8085
H -6.8436 1.9804 2.4813
H -6.6615 1.8365 0.7497
H -5.2505 2.1120 1.7557
H -4.5036 -0.0217 -0.1875
H -4.3609 -1.6873 0.3744
H -3.3338 -2.7034 2.5198
H -1.7696 -2.2599 3.2760
H -2.7976 -4.4505 -1.0787
H -3.3996 -5.2922 0.3339
H -2.1652 -6.0299 -0.6596
H -0.5976 -3.0152 -1.9727
H -0.2397 -4.7571 -2.0307
H 1.0504 -3.5726 -2.2572
H -1.4547 -5.4126 3.0805
H 0.1910 -4.8329 2.8835
H -0.3213 -6.3000 2.0799
C 1.4971 1.9120 -1.0048
O 1.1494 0.5539 -0.7911
H 2.2520 1.9995 -1.7918
H 1.8832 2.3802 -0.0924
H 0.5932 2.4332 -1.3123
H 1.9664 0.0577 -0.6317
*
```